Entry 1:
Below is the molecule C22H17BCl2F3N in a non-equilibrium geometry, with properties calculated with ωB97M-V/def2-TZVPD.

Output
Electronic energy = -2148.3123 a.u.
Multiplicity = 1

Cartesian coordinates (Å):
1 Cl -0.13149 1.44311 5.78574
2 C 0.01051 1.91969 4.15042
3 C 1.17299 2.56128 3.70462
4 C 1.21294 3.05296 2.40119
5 C 0.14211 2.90488 1.51738
6 C 0.22591 3.69278 0.18232
7 C -0.27339 2.95460 -1.06936
8 C 0.53242 3.05188 -2.20282
9 C 0.04658 2.68346 -3.45621
10 C -1.25692 2.18553 -3.56730
11 Cl -1.95029 1.91928 -5.11250
12 C -2.00599 1.92563 -2.41836
13 C -1.52936 2.35668 -1.17640
14 C -0.94790 2.13562 1.93246
15 C -1.03381 1.67158 3.25242
16 H 2.01451 2.70482 4.37352
17 H 2.08435 3.61019 2.07785
18 H 1.31052 3.78401 0.02447
19 H 1.52958 3.48048 -2.10873
20 H 0.65111 2.82111 -4.34548
21 H -2.98689 1.46543 -2.49619
22 H -2.20158 2.28774 -0.32656
23 H -1.75599 1.88673 1.25565
24 H -1.91383 1.12777 3.58533
25 C 1.56145 7.96825 -1.30980
26 N 0.69709 6.88098 -0.88375
27 C 0.89359 6.09325 0.17393
28 B 2.19367 6.42617 1.16876
29 F 2.06414 5.70695 2.36409
30 F 3.32431 6.04087 0.42468
31 F 2.13487 7.80725 1.42384
32 C -0.29053 5.10797 0.29243
33 C -1.18785 5.60732 -0.84216
34 C -0.52268 6.61328 -1.53815
35 C -0.99455 7.18089 -2.72345
36 C -2.21509 6.72453 -3.22481
37 C -2.92587 5.74772 -2.51322
38 C -2.43976 5.21928 -1.30781
39 H 1.19160 8.32567 -2.27017
40 H 1.53053 8.78695 -0.58203
41 H 2.59533 7.61751 -1.40795
42 H -0.77492 5.25927 1.27033
43 H -0.40776 7.93641 -3.24057
44 H -2.61373 7.12590 -4.15832
45 H -3.87403 5.37926 -2.91606
46 H -3.02881 4.48841 -0.74900

***

Entry 2:
Below is a structure of composition C22H18BrIrN4O2, with properties calculated with ωB97M-V/def2-TZVPD.

Output
Electronic energy = -3895.7901 a.u.
Expectation value of S² = 8.873
Total charge = +3
Multiplicity = 6

Cartesian coordinates (Å):
1 Ir 0.86326 -1.40070 -0.88546
2 O -2.55229 -3.57213 0.35387
3 C -2.19407 -4.20414 1.43456
4 C -2.96473 -5.29254 1.94829
5 C -2.61447 -5.86910 3.13167
6 C -1.48731 -5.38844 3.82664
7 C -0.69195 -4.33663 3.29595
8 C -1.01110 -3.74292 2.11341
9 C -0.09349 -2.69549 1.49584
10 O 0.12978 -2.94202 0.16793
11 N -0.65154 -1.32744 1.67427
12 N -0.44608 -0.48788 0.70175
13 C -0.92407 0.74350 0.71873
14 C -0.92314 1.54499 -0.43168
15 Br -0.39684 0.70187 -2.05554
16 C -1.38125 2.86415 -0.34813
17 C -1.56708 3.91086 -1.25949
18 C -1.32501 3.87278 -2.66733
19 C -1.55615 4.97975 -3.43259
20 C -2.03042 6.16406 -2.84041
21 C -2.27774 6.23710 -1.46603
22 C -2.05305 5.13392 -0.68977
23 H -3.35132 -3.94712 -0.05719
24 H -3.83018 -5.63080 1.38911
25 H -3.19370 -6.68597 3.54040
26 H -1.20580 -5.83696 4.77092
27 H 0.19727 -4.03624 3.83625
28 H 0.84824 -2.72709 2.06393
29 H -1.13007 -1.03799 2.52244
30 H -1.36199 1.14218 1.63078
31 H -1.64218 3.12556 0.67445
32 H -0.96294 2.97847 -3.14628
33 H -1.37669 4.95392 -4.49833
34 H -2.20663 7.03251 -3.46279
35 H -2.64235 7.15508 -1.02711
36 H -2.24101 5.17425 0.37591
37 N 4.63957 3.78809 -1.12367
38 C 4.51694 2.64739 -1.13383
39 C 4.35814 1.22176 -1.12297
40 C 5.43870 0.34227 -1.19189
41 C 5.18488 -1.02028 -1.16670
42 C 3.88057 -1.46250 -1.08203
43 N 2.83607 -0.61126 -1.01479
44 C 3.07754 0.70705 -1.03285
45 H 6.44940 0.72241 -1.26332
46 H 5.98948 -1.73966 -1.21893
47 H 3.64930 -2.51971 -1.07398
48 H 2.22750 1.37110 -0.97399

***

Entry 3:
Below is a structure of composition C22H18F3N5O4ReS2 in a non-equilibrium geometry, with properties calculated with ωB97M-V/def2-TZVPD.

Output
Electronic energy = -2597.6545 a.u.
ΔE to the lowest compared entry with this formula, charge and spin = 8.3 kcal per mole
Expectation value of S² = 0.766
Total charge = +2
Multiplicity = 2

Cartesian coordinates (Å):
1 Re -0.54185 0.59055 -0.00499
2 C 0.14958 -0.43876 4.13832
3 C -0.42089 -0.06091 2.82036
4 N 0.22064 -0.23213 1.68787
5 N 1.49256 -0.70517 1.69367
6 C 1.99742 -0.53528 0.49904
7 O 1.26441 0.00385 -0.47616
8 C 3.37229 -0.90714 0.21790
9 C 4.07447 -1.73687 1.09594
10 C 5.36090 -2.12655 0.77952
11 C 5.95855 -1.66993 -0.39013
12 C 5.26987 -0.83085 -1.25585
13 C 3.97368 -0.45302 -0.95977
14 C -1.70674 0.58477 2.65236
15 C -2.55538 0.91333 3.70241
16 C -3.74496 1.56222 3.43734
17 C -4.07695 1.87319 2.12057
18 C -3.20720 1.53499 1.11156
19 N -2.04284 0.89518 1.36277
20 H 0.97252 -1.13274 4.00380
21 H -0.60950 -0.87269 4.78821
22 H 0.54511 0.45091 4.63835
23 H 3.60375 -2.07503 2.00846
24 H 5.90274 -2.78565 1.44359
25 H 6.97319 -1.96563 -0.62200
26 H 5.74739 -0.47343 -2.15772
27 H 3.42443 0.20023 -1.62454
28 H -2.27469 0.66463 4.71565
29 H -4.41045 1.82796 4.24754
30 H -5.00362 2.37404 1.87803
31 H -3.41864 1.77474 0.07742
32 N -2.42431 -2.11600 0.80707
33 C -2.18115 -1.94586 -0.48241
34 N -1.31544 -1.00968 -0.95268
35 C -1.16475 -1.14496 -2.36820
36 C -0.23841 -0.49901 -3.17380
37 C -0.24007 -0.77673 -4.53174
38 C -1.13642 -1.68754 -5.08170
39 C -2.03606 -2.36771 -4.27471
40 C -2.01828 -2.09087 -2.92129
41 S -2.96300 -2.88678 -1.67267
42 H -1.89682 -1.60705 1.49499
43 H -3.01201 -2.87378 1.11773
44 H 0.49125 0.18553 -2.76740
45 H 0.47951 -0.28317 -5.17031
46 H -1.11620 -1.88928 -6.14363
47 H -2.72070 -3.09564 -4.68903
48 F -1.06489 5.04170 -1.96222
49 C -0.73431 4.57380 -0.78337
50 F 0.05324 5.39542 -0.13410
51 F -1.83025 4.32445 -0.06424
52 S 0.13016 2.94916 -0.99769
53 O 0.30930 2.45911 0.43525
54 O 1.29168 3.07863 -1.78383
55 O -0.95183 2.01748 -1.52956

***

Entry 4:
Below is a structure of composition C22H18F5O2PdS3 in a non-equilibrium geometry, with properties calculated with ωB97M-V/def2-TZVPD.

Output
Electronic energy = -2821.2367 a.u.
ΔE to the lowest compared entry with this formula, charge and spin = 8.7 kcal per mole
Total charge = -1
Multiplicity = 1

Cartesian coordinates (Å):
1 Pd -0.93680 -0.91536 -0.03164
2 F -1.11709 -4.79878 5.12735
3 C -0.74565 -4.51327 3.86942
4 C -1.69148 -4.57713 2.80574
5 F -3.00532 -4.86602 3.04130
6 C -1.37544 -4.02305 1.61192
7 F -2.34575 -3.80668 0.73941
8 C -0.07678 -3.51306 1.31426
9 S 0.41878 -2.58508 -0.12453
10 C 0.82701 -3.50532 2.35533
11 F 2.02559 -2.98765 2.23203
12 C 0.49907 -4.05392 3.59822
13 F 1.46915 -3.99306 4.58238
14 O 1.60224 0.56693 0.98903
15 S 1.57522 2.03424 1.24992
16 C 0.65077 2.64243 -0.38869
17 C 0.46054 1.62487 -1.48711
18 C -0.74430 1.90866 -2.42908
19 C -2.14542 2.35887 -1.87685
20 S -3.12467 1.19209 -0.64393
21 O -2.19199 0.76887 0.49512
22 C -3.30813 -0.34013 -1.56968
23 C -3.57378 -0.19692 -2.90554
24 C -3.48470 -1.39845 -3.67871
25 C -3.49582 -2.65503 -3.05765
26 C -3.32861 -2.74520 -1.65661
27 C -3.22902 -1.53103 -0.91430
28 C 3.16779 2.73476 0.98740
29 C 3.33320 3.92117 1.70521
30 C 4.65700 4.30279 1.88596
31 C 5.69771 3.42611 1.55600
32 C 5.45847 2.40722 0.65343
33 C 4.17707 1.97574 0.38452
34 H 1.21597 3.53798 -0.63765
35 H -0.31719 2.86002 0.08345
36 H 0.46979 0.63256 -0.99009
37 H 1.32067 1.49236 -2.23680
38 H -0.89393 1.17454 -3.19744
39 H -0.33640 2.76708 -3.03688
40 H -2.80657 2.46125 -2.75395
41 H -2.11568 3.32368 -1.27954
42 H -3.75893 0.73136 -3.49286
43 H -3.44315 -1.35020 -4.78107
44 H -3.70307 -3.56195 -3.63825
45 H -3.08954 -3.71528 -1.16360
46 H -3.17341 -1.53368 0.16035
47 H 2.53403 4.42998 2.21631
48 H 4.84758 5.35654 2.20973
49 H 6.71209 3.65880 1.87169
50 H 6.35398 1.90467 0.32475
51 H 4.08493 0.97065 -0.07778

***

Repeat the first record exactly.
Below is the molecule C22H17BCl2F3N in a non-equilibrium geometry, with properties calculated with ωB97M-V/def2-TZVPD.

Output
Electronic energy = -2148.3123 a.u.
Multiplicity = 1

Cartesian coordinates (Å):
1 Cl -0.13149 1.44311 5.78574
2 C 0.01051 1.91969 4.15042
3 C 1.17299 2.56128 3.70462
4 C 1.21294 3.05296 2.40119
5 C 0.14211 2.90488 1.51738
6 C 0.22591 3.69278 0.18232
7 C -0.27339 2.95460 -1.06936
8 C 0.53242 3.05188 -2.20282
9 C 0.04658 2.68346 -3.45621
10 C -1.25692 2.18553 -3.56730
11 Cl -1.95029 1.91928 -5.11250
12 C -2.00599 1.92563 -2.41836
13 C -1.52936 2.35668 -1.17640
14 C -0.94790 2.13562 1.93246
15 C -1.03381 1.67158 3.25242
16 H 2.01451 2.70482 4.37352
17 H 2.08435 3.61019 2.07785
18 H 1.31052 3.78401 0.02447
19 H 1.52958 3.48048 -2.10873
20 H 0.65111 2.82111 -4.34548
21 H -2.98689 1.46543 -2.49619
22 H -2.20158 2.28774 -0.32656
23 H -1.75599 1.88673 1.25565
24 H -1.91383 1.12777 3.58533
25 C 1.56145 7.96825 -1.30980
26 N 0.69709 6.88098 -0.88375
27 C 0.89359 6.09325 0.17393
28 B 2.19367 6.42617 1.16876
29 F 2.06414 5.70695 2.36409
30 F 3.32431 6.04087 0.42468
31 F 2.13487 7.80725 1.42384
32 C -0.29053 5.10797 0.29243
33 C -1.18785 5.60732 -0.84216
34 C -0.52268 6.61328 -1.53815
35 C -0.99455 7.18089 -2.72345
36 C -2.21509 6.72453 -3.22481
37 C -2.92587 5.74772 -2.51322
38 C -2.43976 5.21928 -1.30781
39 H 1.19160 8.32567 -2.27017
40 H 1.53053 8.78695 -0.58203
41 H 2.59533 7.61751 -1.40795
42 H -0.77492 5.25927 1.27033
43 H -0.40776 7.93641 -3.24057
44 H -2.61373 7.12590 -4.15832
45 H -3.87403 5.37926 -2.91606
46 H -3.02881 4.48841 -0.74900

***

Number 1 is which compound? C22H17BCl2F3N

***

What is the formula in the first record? C22H17BCl2F3N